{"formula": "C54H56N4O36PY", "method": "wB97M-V/def2-TZVPD", "species": ["Y", "P", "O", "O", "O", "O", "C", "O", "N", "C", "C", "H", "H", "H", "H", "H", "H", "H", "C", "O", "N", "C", "C", "H", "H", "H", "H", "H", "H", "H", "C", "O", "N", "C", "C", "H", "H", "H", "H", "H", "H", "H", "C", "O", "N", "C", "C", "H", "H", "H", "H", "H", "H", "H", "C", "C", "C", "O", "C", "C", "C", "O", "O", "O", "H", "H", "H", "H", "C", "C", "C", "O", "C", "C", "C", "O", "O", "O", "H", "H", "H", "H", "C", "C", "C", "O", "C", "C", "C", "O", "O", "O", "H", "H", "H", "H", "C", "C", "C", "O", "C", "C", "C", "O", "O", "O", "H", "H", "H", "H", "C", "C", "C", "O", "C", "C", "C", "O", "O", "O", "H", "H", "H", "H", "C", "C", "C", "O", "C", "C", "C", "O", "O", "O", "H", "H", "H", "H", "C", "C", "C", "O", "C", "C", "C", "O", "O", "O", "H", "H", "H", "H"], "positions_angstrom": [[1.5867, -1.2673, -1.6862], [-0.1929, 0.0337, -0.3158], [-0.2821, -1.4386, -0.6712], [0.1345, 0.5379, -1.7567], [1.2316, -0.1025, 0.2162], [-1.2823, 0.7006, 0.5818], [-0.3827, -3.4445, -3.6154], [0.4524, -2.9912, -2.8912], [-0.7037, -4.8015, -3.5757], [-1.7406, -5.3400, -4.4345], [-0.0858, -5.7837, -2.6747], [-0.8446, -2.8498, -4.4186], [-2.6175, -5.6128, -3.8474], [-1.3022, -6.2149, -4.9147], [-2.0999, -4.5724, -5.1199], [0.6303, -5.1579, -2.1420], [-0.6567, -6.3368, -1.9289], [0.5247, -6.4225, -3.3129], [4.3327, -1.4481, 0.9432], [3.8365, -1.3055, -0.1766], [5.6511, -1.4042, 1.1753], [6.2028, -1.4742, 2.5692], [6.5696, -1.1131, 0.0347], [3.7121, -1.6678, 1.8257], [6.7804, -2.3962, 2.6348], [5.5098, -1.4500, 3.4102], [6.9886, -0.7268, 2.6789], [7.3368, -1.8812, -0.0632], [6.0150, -1.0874, -0.9033], [7.0223, -0.1263, 0.1324], [3.4249, 1.7532, -2.3857], [3.1085, 0.5724, -2.0827], [4.5423, 2.3502, -2.0544], [4.9098, 3.6320, -2.7688], [5.5617, 1.8605, -1.0628], [2.8347, 2.3583, -3.0913], [5.1246, 4.4578, -2.0907], [4.0900, 4.0878, -3.3240], [5.6442, 3.5411, -3.5691], [5.9884, 2.6330, -0.4231], [4.9704, 1.2040, -0.4245], [6.3115, 1.2930, -1.6139], [1.5177, -4.3012, 0.3842], [1.8535, -3.4017, -0.4521], [2.1396, -5.4415, 0.5327], [1.6026, -6.4831, 1.4669], [3.2621, -5.9933, -0.3141], [0.6915, -4.1792, 1.1017], [0.7485, -6.2635, 2.1075], [2.3657, -6.7403, 2.2015], [1.3711, -7.3984, 0.9223], [3.7951, -5.1740, -0.7966], [3.9566, -6.6208, 0.2444], [2.7939, -6.6058, -1.0846], [-3.2029, -2.3183, -2.4574], [-3.0796, -3.3381, -1.4979], [-3.7851, -4.5494, -1.6275], [-3.7063, -5.5908, -1.0341], [-4.7427, -4.6275, -2.6422], [-4.9440, -3.6200, -3.5520], [-4.1354, -2.3328, -3.6035], [-4.1826, -1.4436, -4.4544], [-5.9519, -3.7697, -4.4167], [-2.2575, -3.1618, -0.4364], [-2.6257, -1.4350, -2.2274], [-5.4496, -5.4204, -2.8371], [-6.2000, -2.9475, -4.8457], [-1.5810, -2.5263, -0.6815], [-0.1509, 6.6499, -2.2935], [-0.8606, 6.6648, -1.1515], [-1.3010, 5.4239, -0.4707], [-1.9689, 5.3692, 0.5384], [-0.7375, 4.2477, -1.1399], [0.0398, 4.2978, -2.1918], [0.4314, 5.5422, -2.9517], [1.1331, 5.6342, -3.9921], [0.4597, 3.0995, -2.7264], [-1.2426, 7.8037, -0.5846], [0.0787, 7.6240, -2.6995], [-1.0338, 3.3319, -0.6501], [0.2312, 2.3792, -2.1343], [-1.9702, 7.7028, 0.0335], [4.8579, 3.8503, 2.2442], [4.1804, 4.6625, 1.4548], [2.9409, 4.3552, 0.6413], [2.2336, 5.1172, -0.0224], [2.5898, 2.9318, 0.8586], [3.2578, 2.0745, 1.7446], [4.4093, 2.4692, 2.4993], [5.1076, 1.6931, 3.2299], [2.7382, 0.8640, 2.1666], [4.7145, 5.8883, 1.1506], [5.7532, 4.1157, 2.7870], [1.7816, 2.5136, 0.2769], [2.0772, 0.6150, 1.5164], [4.1575, 6.3268, 0.5032], [-3.8550, 2.7418, -5.4697], [-4.3550, 3.5351, -4.4914], [-4.0893, 3.2449, -3.0206], [-4.8082, 3.6643, -2.0960], [-3.0600, 2.1954, -2.8416], [-2.5386, 1.4958, -3.8047], [-2.9288, 1.6504, -5.1857], [-2.6444, 0.9348, -6.1052], [-1.6101, 0.5066, -3.5849], [-5.1642, 4.5982, -4.7016], [-4.1269, 3.0681, -6.4627], [-2.8331, 1.8220, -1.8540], [-1.1696, 0.5294, -2.7322], [-5.0910, 5.2418, -3.9931], [-6.0517, -2.1415, 1.5059], [-5.4572, -2.4054, 2.7044], [-4.1055, -1.8290, 3.0688], [-3.4958, -2.0049, 4.1105], [-3.5324, -0.9926, 2.0540], [-4.0857, -0.7603, 0.8762], [-5.4494, -1.3099, 0.4411], [-5.9809, -1.0486, -0.6932], [-3.5497, 0.0633, -0.1185], [-6.0297, -3.3016, 3.6334], [-7.0466, -2.5367, 1.3630], [-2.5252, -0.6079, 2.1156], [-2.6465, 0.2372, 0.1565], [-5.3943, -3.5675, 4.3021], [-0.1661, -2.5933, 5.6424], [-0.7214, -1.3842, 5.8885], [-0.8730, -0.3446, 4.8883], [-1.3796, 0.7245, 5.1464], [-0.2326, -0.7119, 3.6481], [0.5675, -1.7823, 3.4521], [0.5429, -2.9338, 4.3691], [1.1914, -4.0341, 4.2637], [1.3784, -1.8505, 2.3843], [-1.2382, -1.1326, 7.0727], [-0.2381, -3.3675, 6.3919], [-0.1448, 0.1110, 2.9541], [1.0351, -1.2070, 1.7601], [-1.6968, -0.2892, 7.0737], [-0.6906, 2.7916, 2.8539], [-2.0433, 2.6815, 2.9863], [-2.8480, 3.3361, 4.0825], [-4.0398, 3.5325, 3.9774], [-1.9738, 4.0516, 5.0295], [-0.6211, 4.0579, 4.9374], [0.1388, 3.4215, 3.8706], [1.3840, 3.2946, 3.7661], [0.0849, 4.5716, 5.9489], [-2.8363, 2.1754, 1.9936], [-0.1233, 2.4246, 2.0113], [-2.4416, 4.5020, 5.8925], [0.8789, 5.0381, 5.6777], [-2.2679, 1.7304, 1.3607]], "atomic_forces_ev_per_a": [[1.875, -0.627, 1.012], [-1.537, 1.701, 1.136], [-3.202, -3.059, -0.009], [-0.672, 1.613, -0.085], [1.760, 1.580, 2.500], [3.360, -1.295, -2.245], [-1.842, -4.024, -1.523], [2.543, 2.036, 1.745], [-0.851, 1.682, 0.035], [-0.098, 0.310, 0.236], [1.722, 1.796, -0.333], [-0.318, -0.314, 0.204], [0.103, -0.315, 0.051], [-0.411, 0.044, -0.408], [0.276, -0.169, -0.320], [0.179, -0.281, 0.417], [-0.725, 0.273, -0.516], [-0.218, -0.493, 0.135], [-0.148, -0.294, 0.068], [-0.326, -0.138, -0.465], [0.307, 0.561, 0.276], [1.108, -0.556, -1.302], [-0.474, -0.176, 0.568], [0.143, 0.167, -0.112], [-0.192, -0.357, 0.094], [-0.373, 0.303, -0.625], [-0.461, 0.492, 0.078], [0.058, 0.036, 0.273], [-0.246, -0.186, 0.315], [0.176, -0.107, 0.346], [-0.553, -1.509, -0.874], [0.005, 0.720, -0.134], [2.257, 2.627, 0.181], [-1.096, 0.184, 0.030], [-1.811, -0.697, -0.795], [-0.248, -0.267, 0.306], [0.610, -0.483, 0.375], [-0.719, -0.656, 0.120], [0.537, -0.522, 0.575], [-0.137, 0.319, -0.511], [0.352, -0.312, 0.072], [0.134, 0.119, 0.239], [0.406, 2.344, -1.247], [-0.380, -1.300, 0.939], [0.626, -2.704, 0.708], [0.671, -0.141, 0.200], [-1.180, 1.042, -0.047], [0.100, 0.269, -0.352], [-0.150, 0.866, -0.613], [0.313, 0.058, -0.187], [-0.012, 0.109, -0.243], [-0.093, -0.018, 0.151], [-0.280, 0.264, 0.342], [0.107, -0.073, -0.091], [0.268, -1.442, 1.822], [2.006, 4.850, -0.670], [-1.936, -2.471, -0.863], [1.927, -1.313, 2.769], [-2.239, 3.028, -4.397], [-0.588, -0.248, 0.427], [1.108, 0.225, 0.557], [-0.650, -1.763, 1.091], [-0.193, -0.333, -0.285], [-1.346, -1.790, -0.634], [-0.067, 0.257, -0.388], [0.355, -0.548, 0.790], [0.312, 0.427, -0.175], [0.952, 1.152, 0.192], [-0.071, 2.653, 0.407], [-0.711, 0.286, 0.123], [1.079, -1.289, -0.476], [-0.055, 0.670, -0.263], [-1.656, 0.526, 2.126], [1.346, -2.892, -2.433], [1.103, -0.611, -1.570], [-1.755, -0.835, 2.880], [0.603, 2.005, -0.458], [0.371, 0.970, -0.605], [0.046, 0.136, -0.183], [0.143, -0.407, -0.187], [-0.192, -0.859, 0.250], [-0.104, -0.606, 0.392], [-0.081, -1.398, 1.178], [0.541, 3.067, -1.995], [-1.212, -2.341, 0.779], [2.012, -0.366, 0.976], [1.202, -1.340, 0.474], [-4.018, -0.936, -0.537], [3.910, -0.574, 2.305], [-2.469, 2.162, -2.344], [1.911, 2.172, -0.529], [0.071, -0.574, 0.649], [0.060, 0.379, -0.238], [-0.346, 0.088, 0.118], [-0.893, -0.529, -0.915], [-0.470, 0.147, -0.171], [-1.125, 2.355, 1.305], [0.234, 0.352, 0.806], [-1.023, -1.189, 0.992], [1.786, -0.155, -2.193], [-1.121, 1.272, 2.315], [2.833, -2.618, 0.045], [-1.748, 0.885, -1.716], [1.197, -1.188, -0.421], [-1.747, 0.463, -2.065], [0.179, -0.392, -1.087], [0.244, -0.601, -0.339], [-0.165, 0.483, 0.439], [0.458, 0.453, 0.835], [-0.125, -0.211, 0.517], [-0.268, -0.276, 0.949], [-0.419, -1.519, 0.754], [0.470, 0.464, -0.334], [-0.925, -0.765, 0.257], [0.986, 0.205, -0.697], [-1.122, 1.712, -3.755], [-1.063, 1.025, -2.195], [2.058, -1.277, 4.454], [-2.416, -2.370, 1.389], [0.143, 1.606, -2.051], [-0.025, -0.158, -0.277], [0.047, 0.004, 0.849], [1.012, 0.502, 0.188], [0.530, 0.395, 0.144], [0.132, -0.238, -0.822], [-0.122, -1.815, 0.931], [0.654, -0.321, -0.863], [-0.318, -0.001, 0.191], [0.778, 0.741, -0.875], [-0.334, 0.445, -0.922], [1.699, -2.700, 2.625], [-2.324, 3.778, -0.514], [-0.351, -1.044, 0.718], [-0.186, -0.419, 1.044], [0.191, 0.001, 0.060], [-0.102, 0.084, -0.321], [0.388, 0.592, -1.062], [-0.117, 0.555, -0.275], [-0.680, 0.276, 0.608], [-0.486, -0.559, -2.562], [0.794, 1.544, -0.904], [0.563, -0.702, 0.487], [0.599, -0.605, 0.481], [-0.824, 0.520, 1.099], [1.346, -2.096, -2.313], [-2.104, 1.242, 1.186], [-0.077, 0.707, 1.026], [0.257, 0.827, 2.253], [-0.318, -0.146, -0.189], [0.012, 0.157, 0.013], [0.321, -0.326, -0.389], [0.476, -0.127, -0.505]], "lumo_energy_ev": -1.9, "largest_force_ev_per_a": 5.8, "homo_ev": -8.552, "multiplicity": 1, "de_lowest_kcal_mol": 119.8}